1.
{
  "formula": "C28H29InN3Si",
  "method": "ωB97M-V/def2-TZVPD",
  "symbols": ["C", "C", "C", "H", "C", "C", "H", "H", "H", "H", "In", "C", "H", "H", "H", "Si", "C", "C", "H", "C", "H", "C", "H", "C", "H", "C", "H", "C", "C", "H", "C", "H", "C", "H", "C", "H", "C", "H", "H", "H", "N", "C", "C", "C", "C", "C", "N", "C", "C", "C", "C", "C", "N", "H", "H", "H", "H", "H", "H", "H", "H", "H"],
  "coordinates": [[0.642354, 2.966137, 3.623077], [1.031099, 3.166942, 2.268777], [-0.175052, 3.195531, 1.473179], [2.038838, 3.387979, 1.921417], [-1.282968, 2.993751, 2.359728], [-0.771414, 2.842296, 3.673595], [-1.361635, 2.726433, 4.581124], [1.312148, 3.001341, 4.482762], [-0.232359, 3.496270, 0.429960], [-2.333697, 3.054415, 2.087210], [0.369812, 0.591155, 1.721905], [0.119006, 0.127449, -0.452981], [-0.795063, 0.611239, -0.821422], [-0.004919, -0.956927, -0.267878], [1.024874, 0.348684, -1.034613], [-0.328047, -0.773012, -3.152372], [1.388246, -0.564866, -3.829257], [2.137462, 0.627752, -3.768869], [1.699125, 1.526653, -3.320282], [3.432084, 0.680862, -4.311989], [4.005059, 1.613179, -4.267145], [3.970467, -0.441724, -4.952048], [4.962103, -0.389227, -5.410069], [3.219963, -1.621226, -5.050714], [3.615425, -2.483433, -5.595993], [1.942163, -1.684240, -4.477584], [1.341380, -2.598032, -4.553169], [-1.421933, 0.592945, -3.771122], [-1.156184, 1.144901, -5.045168], [-0.344936, 0.728590, -5.656187], [-1.916846, 2.209416, -5.542106], [-1.694314, 2.615252, -6.531824], [-2.970320, 2.728557, -4.774865], [-3.557200, 3.565257, -5.156538], [-3.287384, 2.150045, -3.541114], [-4.138739, 2.528021, -2.962988], [-2.534751, 1.068704, -3.050730], [-2.817290, 0.574842, -2.113249], [-0.391682, -1.382192, -1.815225], [-0.932669, -2.008592, -3.718671], [0.936812, -2.242126, 2.471065], [-0.471000, -2.288277, 2.254477], [-1.147965, -3.511780, 2.292090], [-2.541814, -3.504254, 2.295272], [-3.189488, -2.266113, 2.190895], [-2.450163, -1.094913, 2.092008], [-1.096960, -1.116513, 2.172874], [1.339769, -1.633498, 3.698989], [1.924916, -2.422843, 4.694259], [1.991195, -1.885306, 5.979005], [1.524768, -0.579495, 6.185595], [1.050540, 0.154119, 5.110009], [1.033549, -0.352329, 3.855825], [1.314023, -3.186659, 2.427633], [-0.545171, -4.415171, 2.389420], [-3.106772, -4.439103, 2.337415], [-4.273845, -2.209051, 2.202014], [-2.917105, -0.106698, 2.028442], [2.231066, -3.440633, 4.431227], [2.411215, -2.465412, 6.796894], [1.543049, -0.111893, 7.170116], [0.637165, 1.156803, 5.247920]],
  "forces_ev_per_a": [[-0.64, -0.10, 0.05], [-0.34, -0.72, -0.21], [-0.14, -0.32, 0.60], [-0.31, 0.00, 0.05], [0.65, -0.27, -0.28], [0.64, 0.13, 0.01], [0.11, 0.01, -0.27], [-0.17, -0.05, -0.35], [0.00, -0.25, 0.20], [0.25, -0.07, 0.02], [-0.09, 2.18, 0.02], [0.81, -0.39, 2.05], [0.37, -0.08, 0.37], [0.12, 1.01, -0.35], [-0.42, -0.10, 0.24], [-0.64, -1.69, -1.43], [0.57, -0.02, -0.07], [0.27, -0.32, -0.17], [0.20, -0.30, -0.13], [-0.34, -0.03, 0.02], [-0.22, -0.39, 0.00], [-0.28, -0.09, -0.01], [-0.35, -0.01, 0.20], [-0.16, 0.17, 0.12], [-0.10, 0.32, 0.26], [0.32, 0.20, -0.09], [0.34, 0.32, -0.03], [-0.57, 0.75, 0.24], [-0.03, 0.11, 0.24], [-0.27, 0.27, 0.30], [-0.12, -0.30, 0.31], [-0.09, -0.09, 0.36], [0.22, -0.28, 0.03], [0.16, -0.24, 0.15], [0.00, -0.27, 0.05], [0.36, -0.15, -0.26], [0.17, 0.40, -0.45], [0.07, 0.34, -0.25], [-0.20, 0.39, -0.40], [0.21, -0.04, -0.68], [0.22, 0.03, -0.12], [-0.29, -0.18, 0.79], [-0.08, 0.13, 0.05], [0.54, 0.29, -0.44], [-0.15, 0.15, -0.03], [0.32, -0.45, 0.51], [-0.78, -0.17, -0.28], [0.00, -0.59, 0.01], [-0.34, 0.23, 0.19], [0.33, 0.18, -0.54], [-0.05, -0.02, -0.05], [0.15, -0.04, 0.08], [-0.56, 0.22, -0.06], [0.03, 0.32, -0.22], [-0.39, 0.09, -0.05], [0.20, 0.39, 0.09], [0.19, -0.01, -0.09], [0.19, -0.40, -0.05], [-0.13, 0.36, 0.39], [-0.12, 0.11, -0.13], [-0.06, -0.25, -0.27], [0.40, -0.41, -0.26]],
  "de_lowest_kj_mol": 0.0,
  "lumo_ev": -3.473,
  "total_charge": 1,
  "molar_mass_g_mol": 550.47,
  "e_homo_ev": -10.2567,
  "homo_lumo_gap_ev": 6.783,
  "multiplicity": 1
}

***

2.
{
  "formula": "C28H29N2ReS2Si",
  "method": "ωB97M-V/def2-TZVPD",
  "symbols": ["Re", "C", "N", "C", "C", "N", "C", "C", "C", "C", "C", "C", "C", "S", "C", "C", "C", "C", "C", "C", "S", "H", "H", "H", "H", "H", "H", "H", "H", "H", "H", "H", "H", "H", "H", "H", "H", "H", "H", "C", "C", "C", "C", "C", "C", "Si", "C", "C", "C", "C", "C", "C", "H", "H", "H", "H", "H", "H", "H", "H", "H", "H", "H"],
  "coordinates": [[-0.465045, 0.988277, -0.113643], [2.512260, 0.399393, -0.127396], [1.599282, 1.486418, 0.373700], [1.773900, 1.565555, 1.855100], [0.775503, 0.635041, 2.533578], [-0.591085, 1.042167, 2.123866], [-0.876308, 2.431250, 2.610411], [-1.704310, 0.202805, 2.544061], [-1.701745, -0.572810, 3.684385], [-2.858144, -1.278422, 4.012813], [-3.992662, -1.170864, 3.228670], [-3.992450, -0.375163, 2.087755], [-2.837589, 0.295046, 1.732874], [-2.666381, 1.240391, 0.229634], [1.909769, 2.705548, -0.381005], [2.828728, 3.636790, 0.073357], [3.129836, 4.737186, -0.717461], [2.533822, 4.882325, -1.961144], [1.630387, 3.936756, -2.420510], [1.301181, 2.840283, -1.632938], [0.092525, 1.637536, -2.202440], [3.540753, 0.723820, 0.039732], [2.339252, 0.238798, -1.186044], [2.312552, -0.523465, 0.413538], [1.618555, 2.593619, 2.169727], [2.793162, 1.291468, 2.133174], [0.902538, 0.687879, 3.619160], [0.927556, -0.399704, 2.215341], [-0.640682, 2.489148, 3.675567], [-1.928380, 2.645502, 2.457073], [-0.301119, 3.170480, 2.057310], [-0.825680, -0.641960, 4.315040], [-2.866689, -1.904959, 4.893881], [-4.886160, -1.718324, 3.495481], [-4.872396, -0.308044, 1.461802], [3.320029, 3.507752, 1.029081], [3.838835, 5.471890, -0.362190], [2.771670, 5.737126, -2.579043], [1.162527, 4.049841, -3.389612], [-2.927511, -2.242846, -4.751803], [-2.985129, -0.948444, -4.258572], [-2.427707, -0.652754, -3.022528], [-1.801950, -1.640368, -2.262374], [-1.748950, -2.939863, -2.779859], [-2.310126, -3.240845, -4.010241], [-1.036285, -1.350852, -0.585432], [0.580274, -2.289228, -0.442728], [0.963535, -2.853858, 0.776177], [2.203471, -3.460089, 0.928454], [3.077589, -3.519367, -0.148356], [2.703663, -2.986486, -1.376483], [1.467776, -2.375559, -1.518774], [-3.361889, -2.475039, -5.715296], [-3.463822, -0.168628, -4.835991], [-2.488217, 0.363398, -2.651199], [-1.261597, -3.728910, -2.217441], [-2.264118, -4.251848, -4.392891], [-1.888078, -1.865735, 0.518958], [0.274159, -2.835971, 1.615623], [2.481911, -3.901299, 1.876793], [4.041842, -3.997561, -0.036598], [3.377076, -3.053759, -2.220913], [1.186302, -1.960437, -2.481228]],
  "forces_ev_per_a": [[-0.33, 0.32, 0.14], [0.00, 0.04, 0.03], [0.06, -0.03, -0.02], [-0.03, 0.03, 0.00], [-0.06, -0.03, 0.03], [0.20, -0.02, -0.08], [0.00, -0.04, -0.03], [0.01, -0.05, 0.00], [-0.05, 0.01, -0.07], [0.03, -0.01, 0.03], [-0.04, -0.03, 0.03], [0.02, 0.04, -0.05], [0.05, 0.00, 0.09], [-0.04, -0.06, -0.16], [0.03, -0.03, -0.03], [-0.05, -0.03, -0.04], [0.01, 0.01, 0.00], [0.03, 0.02, 0.01], [-0.04, -0.06, 0.01], [0.02, 0.01, -0.01], [0.09, -0.02, 0.15], [0.01, -0.01, -0.01], [0.02, 0.00, 0.00], [0.02, -0.01, -0.03], [0.01, -0.01, 0.02], [-0.02, -0.03, -0.02], [0.00, 0.03, -0.01], [0.00, 0.01, 0.05], [0.01, 0.03, -0.01], [0.01, 0.01, 0.03], [0.00, 0.02, 0.00], [0.01, 0.00, 0.01], [0.00, 0.00, 0.01], [0.00, 0.00, 0.00], [-0.01, 0.00, -0.01], [0.01, 0.02, 0.00], [0.00, 0.01, -0.01], [0.01, 0.01, 0.00], [0.00, 0.00, -0.01], [-0.01, -0.01, -0.02], [0.01, -0.01, 0.01], [-0.03, 0.03, 0.02], [0.06, -0.04, 0.00], [0.00, 0.00, 0.02], [-0.01, 0.01, -0.02], [0.01, -0.14, -0.04], [-0.03, 0.00, -0.07], [-0.04, 0.03, 0.07], [0.02, 0.00, -0.01], [0.01, -0.01, 0.00], [0.03, -0.02, 0.02], [-0.02, -0.01, -0.04], [0.00, 0.00, 0.00], [0.00, 0.01, 0.00], [-0.01, 0.01, 0.01], [0.00, 0.00, 0.01], [0.00, -0.01, 0.00], [0.02, 0.00, -0.03], [-0.01, 0.01, 0.01], [0.00, 0.00, 0.01], [0.00, 0.00, 0.00], [0.00, 0.00, -0.01], [-0.01, 0.01, -0.01]],
  "de_lowest_kj_mol": 15.0,
  "lumo_ev": [-4.251, -3.919],
  "total_charge": 1,
  "molar_mass_g_mol": 671.98,
  "e_homo_ev": [-10.8603, -10.8505],
  "homo_lumo_gap_ev": [6.609, 6.931],
  "multiplicity": 2
}

***

3.
{
  "formula": "C28H29N3O4",
  "method": "ωB97M-V/def2-TZVPD",
  "symbols": ["O", "C", "C", "C", "C", "N", "O", "O", "C", "C", "H", "H", "H", "H", "C", "N", "C", "O", "C", "C", "C", "C", "C", "C", "C", "C", "N", "C", "C", "C", "C", "C", "C", "C", "C", "C", "C", "C", "C", "H", "H", "H", "H", "H", "H", "H", "H", "H", "H", "H", "H", "H", "H", "H", "H", "H", "H", "H", "H", "H", "H", "H", "H", "H"],
  "coordinates": [[0.163523, 3.309414, -0.903796], [-0.251668, 4.180668, -1.701037], [0.543071, 5.349450, -2.104236], [0.208572, 6.114414, -3.189548], [-0.995842, 5.868883, -3.890057], [-1.338271, 6.659102, -5.022703], [-2.408332, 6.417063, -5.629754], [-0.562861, 7.574905, -5.383969], [-1.862390, 4.832999, -3.471916], [-1.544808, 4.066477, -2.383845], [1.473382, 5.530869, -1.575275], [0.848062, 6.921328, -3.542051], [-2.778688, 4.668934, -4.033745], [-2.205332, 3.268303, -2.061559], [1.389826, -4.628570, 2.887152], [0.598470, -3.625705, 2.213183], [-0.763535, -3.604696, 2.311603], [-1.452003, -4.412903, 2.929642], [-1.252513, -2.400936, 1.506465], [-1.922172, -1.348482, 2.394450], [-3.155803, -1.870138, 3.097902], [-3.210133, -1.882212, 4.495142], [-4.323824, -2.414969, 5.146018], [-5.400576, -2.914471, 4.405326], [-5.358060, -2.870725, 3.007818], [-4.240287, -2.343380, 2.352441], [-0.023569, -1.921756, 0.860514], [-0.024884, -0.901517, -0.020822], [1.125174, -0.403442, -0.627003], [1.180906, 0.640521, -1.538543], [2.387929, 1.072617, -2.188547], [2.357280, 2.091690, -3.182319], [3.521465, 2.558063, -3.784905], [4.763276, 1.992388, -3.462240], [4.822892, 0.952133, -2.527583], [3.661624, 0.489576, -1.908465], [1.182389, -2.666358, 1.279429], [2.192734, -1.784959, 2.031304], [1.843732, -3.425831, 0.117940], [0.742673, -5.222355, 3.536791], [1.876937, -5.284309, 2.155759], [2.171383, -4.151470, 3.489407], [-1.963687, -2.759495, 0.740312], [-1.186065, -1.002813, 3.140746], [-2.183572, -0.491971, 1.751747], [-2.359027, -1.495232, 5.061481], [-4.343061, -2.450376, 6.234304], [-6.267026, -3.335897, 4.916556], [-6.189480, -3.262720, 2.423223], [-4.197338, -2.314049, 1.260133], [-0.992897, -0.445207, -0.250653], [2.060402, -0.896138, -0.387071], [0.244391, 1.129075, -1.807878], [1.391094, 2.524948, -3.444300], [3.467900, 3.370447, -4.510164], [5.673714, 2.356986, -3.937687], [5.785607, 0.503897, -2.274885], [3.742916, -0.325507, -1.184400], [1.713590, -1.359771, 2.923589], [3.051106, -2.395530, 2.337478], [2.560468, -0.960559, 1.418155], [1.118294, -4.127389, -0.314485], [2.184726, -2.755391, -0.672199], [2.708199, -3.987920, 0.491631]],
  "forces_ev_per_a": [[0.08, -0.32, 0.42], [-0.39, 0.83, -1.11], [-0.16, -0.80, 0.10], [-0.53, 0.06, -0.22], [0.12, -0.30, 0.24], [-0.35, 0.77, -1.14], [1.40, 0.31, 0.79], [-0.97, -1.20, 0.48], [0.16, 0.48, -0.09], [0.79, -0.16, 0.17], [-0.06, -0.07, 0.00], [-0.15, -0.15, 0.15], [0.15, 0.08, 0.16], [0.03, 0.00, 0.00], [0.45, -0.08, -0.06], [-0.62, 0.01, 0.10], [-0.37, -0.95, 0.43], [0.89, 1.28, -0.83], [-0.45, -0.59, -0.15], [0.11, 0.36, 0.10], [-0.14, 0.05, 0.04], [-0.13, -0.23, -0.27], [-0.05, 0.01, -0.19], [0.30, 0.14, -0.12], [0.22, 0.08, 0.01], [-0.08, -0.11, 0.44], [-0.20, 1.43, -1.18], [-0.01, -0.77, 0.87], [0.86, 0.28, -0.50], [-0.73, -0.64, 0.26], [1.28, 0.18, -0.70], [-0.32, -0.19, 0.57], [0.21, -0.21, 0.02], [-0.59, -0.01, 0.15], [-0.28, -0.14, 0.14], [-0.22, 0.34, -0.05], [0.55, -0.35, 0.43], [-0.15, 0.15, 0.12], [-0.25, -0.07, -0.10], [0.02, 0.19, -0.21], [-0.12, -0.03, 0.20], [-0.16, -0.12, -0.02], [0.28, 0.13, 0.29], [-0.25, -0.03, -0.28], [0.09, -0.13, 0.26], [-0.30, -0.16, -0.10], [-0.04, 0.03, -0.24], [0.25, 0.12, -0.16], [0.17, 0.12, 0.15], [-0.12, -0.04, 0.32], [0.22, -0.20, 0.18], [-0.33, 0.28, -0.07], [0.24, 0.22, 0.04], [0.26, 0.03, 0.13], [-0.05, -0.26, 0.20], [-0.24, -0.08, 0.14], [-0.32, 0.10, -0.08], [0.06, 0.33, -0.24], [0.16, -0.11, -0.20], [-0.23, 0.17, -0.06], [0.01, -0.16, 0.20], [0.20, 0.12, 0.07], [0.01, -0.20, 0.12], [-0.23, 0.15, -0.10]],
  "de_lowest_kj_mol": 673.1,
  "lumo_ev": -2.414,
  "molar_mass_g_mol": 471.56,
  "e_homo_ev": -6.3708,
  "homo_lumo_gap_ev": 3.957,
  "multiplicity": 1
}

***

| no. | total energy (Ha) |
| --- | --- |
| 1 | -1727.94335 |
| 2 | -2357.83788 |
| 3 | -1549.44386 |